Below is C28H44N4O4S in the gas phase, with properties calculated with ωB97M-V with the def2-TZVPD basis set.

Results
HOMO ... -8.0 eV
Orbital gap ... 7.832 eV
Energy relative to the best compared isomer or geometry (same formula, charge and spin) ... 1.7 kcal per mole
LUMO energy ... -0.191 eV
Structure (SMILES) ... CCCN(CCC)CCCNC(=O)c1cn(CC)c2ccc(S(=O)(=O)N(C)C3CCCCC3)cc2c1=O
Strongest force on any atom ... 0.0234 Eh/bohr
Molecular weight ... 532.75 g/mol
DFT total energy ... -2011.55363 Eh

```
! wB97M-V def2-TZVPD RIJCOSX def2/J DEFGRID3
* xyz 0 1
S 4.43603 0.49348 2.75285
O -0.54398 -1.16871 2.00723
O 5.32714 1.50294 3.24614
O -4.36018 0.62286 1.88064
O 4.38626 -0.77222 3.41833
N 4.81555 0.21515 1.16339
N -1.02712 2.87039 2.50470
N -3.22930 -1.34152 1.90845
N -3.75367 -2.78322 -2.13636
C 6.76597 2.39529 -1.24387
C 3.97581 1.92062 -0.46588
C 2.62606 2.56733 2.87579
C 4.39747 3.21883 -1.14986
C 0.40937 0.94589 2.42871
C -3.98121 -2.10892 -0.87575
C -2.00816 0.69884 2.17154
C -3.31557 -0.00558 1.96617
C -2.07841 2.04808 2.32756
C -1.28287 4.28655 2.69733
C -1.34304 4.64521 4.17985
C -4.35913 -2.19051 1.62685
C -0.72240 0.03586 2.18519
C 6.34066 1.10332 -0.55180
C 5.60796 2.97979 -2.04784
C -2.53734 -3.57501 -2.17485
C 4.17619 -0.92277 0.55384
C 0.23981 2.33741 2.58341
C 5.14379 1.37715 0.36347
C 1.69095 0.39311 2.51451
C -4.92275 -3.45761 -2.67424
C -0.58588 -4.32091 -3.58895
C 1.37413 3.13387 2.81439
C -4.13340 -3.01392 0.36010
C -1.90248 -3.55493 -3.56777
C 2.78208 1.19491 2.72769
C -5.84841 -2.48515 -3.41072
C -5.14276 -1.82575 -4.58755
H -4.52735 -2.86146 2.47786
H -0.40622 4.40799 4.67758
H 7.08716 3.11774 -0.49098
H 4.78605 -1.28992 -0.27060
H -2.70988 -4.62075 -1.86896
H -5.22893 -1.53802 1.51468
H 7.61326 2.19869 -1.90346
H 4.65025 3.96120 -0.38969
H 7.16012 0.70078 0.04405
H 6.06751 0.36160 -1.30483
H -0.51296 4.86807 2.18622
H 0.12174 -3.88516 -2.88678
H -6.72421 -3.03647 -3.76037
H 3.56737 3.61181 -1.74103
H -0.14438 -4.29600 -4.58251
H -4.24290 -1.32842 -4.23744
H -2.24101 4.51785 2.22730
H 1.28271 4.19829 2.95184
H -2.30093 -1.75645 1.93873
H -1.73433 -2.51636 -3.85621
H 3.50455 3.16610 3.05664
H 5.44321 2.13099 1.09794
H -4.58430 -4.21342 -3.38537
H -0.74491 -5.36081 -3.31064
H 5.33376 2.28575 -2.84556
H -6.19553 -1.71497 -2.72060
H 1.79563 -0.67699 2.42694
H -5.49686 -3.97857 -1.89124
H -3.23339 -3.62005 0.48399
H 4.11476 -1.69336 1.31857
H -4.87959 -1.49652 -0.97721
H 5.91506 3.91840 -2.51303
H -3.06013 2.50335 2.29714
H -4.98110 -3.68811 0.22881
H -4.86010 -2.56947 -5.32935
H -2.58786 -3.99209 -4.29510
H -2.14033 4.08837 4.66611
H 3.10823 2.09520 0.17546
H -1.82515 -3.13633 -1.47181
H 3.16866 -0.69642 0.18688
H 3.69567 1.18942 -1.22702
H -5.79050 -1.09308 -5.06327
H -3.13881 -1.42970 -0.71150
H -1.54122 5.70712 4.29515
*
```

Below is a molecular structure, C43H41N9O3S3SiTl, with properties calculated with ωB97M-V with the def2-TZVPD basis set.

Results
HOMO ... -3.6 eV
Orbital gap ... 5.280 eV
Energy relative to the best compared isomer or geometry (same formula, charge and spin) ... 134.1 kcal per mole
LUMO energy ... 1.695 eV
Strongest force on any atom ... 0.0248 Eh/bohr
Molecular weight ... 1060.53 g/mol
DFT total energy ... -4038.17960 Eh

```
! wB97M-V def2-TZVPD RIJCOSX def2/J DEFGRID3
* xyz -1 1
Tl -0.06824 -0.04972 -0.12112
S 3.24044 4.25098 -2.02256
S 1.90293 -0.96561 -1.57286
S -1.44266 -1.91265 -1.97850
Si -3.53336 -1.90692 -4.78433
O -1.85614 -1.09225 0.99131
O -0.68114 2.12545 0.63417
O -3.14831 -3.66922 1.23702
N -1.43610 0.69163 -2.22402
N 3.79213 -2.59162 -0.54488
N 0.65320 -2.24651 0.73336
N 2.15831 2.27431 -0.71275
N 1.82814 -2.76790 0.53412
N 0.88209 1.99083 2.36184
N 4.55677 -2.08021 -1.54833
N 0.61765 3.84691 -1.51645
N 0.52671 0.66155 2.41815
C -1.69532 1.85187 -2.83032
C -0.58587 6.31161 1.20510
C 5.68433 2.96073 -1.44783
C 0.03015 -3.96283 2.43653
C -0.73268 4.93124 1.18352
C 8.71484 -1.91033 -1.15752
C -1.45742 -1.96216 1.92458
C 5.57262 0.96133 -0.10090
C -0.14066 -2.73182 1.61689
C -5.39546 -1.62520 -4.75085
C 0.33812 4.10306 1.50195
C 2.55976 -2.15855 -0.45938
C 0.15478 -1.23642 3.75277
C -1.30913 -1.27550 3.35366
C -3.00645 -1.83699 -6.58847
C 1.71316 6.04824 1.85336
C 6.31657 1.90666 -0.81082
C 4.19337 1.03661 -0.03423
C 1.56255 4.67009 1.84520
C -1.91222 -0.46959 -2.75405
C -2.99477 0.79243 -4.49526
C 1.87762 3.36503 -1.33923
C 0.63982 6.87327 1.53694
C 0.80578 -2.31466 4.19545
C 5.92606 -2.04348 -1.40313
C -1.44329 -4.35434 2.72005
C 4.29908 3.03198 -1.37287
C -1.22618 -4.08432 4.25076
C 6.69388 -1.35687 -2.35187
C -2.17856 -1.81763 4.45596
C -2.17718 -3.28806 1.96816
C 3.53702 2.07253 -0.69581
C 7.95225 -2.60236 -0.22473
C -3.98511 -2.72554 0.48927
C 0.16457 2.61605 1.46201
C -2.46171 1.96497 -3.96763
C -2.74352 -0.43805 -3.91761
C 0.27762 -3.69569 3.97285
C 0.77775 0.08484 3.52372
C -3.23578 -3.64560 -4.17816
C 6.57271 -2.67768 -0.33650
C 8.06867 -1.29359 -2.22444
C -2.14388 -3.07859 4.86799
H -3.52115 -2.60944 -7.16696
H -3.61903 0.84881 -5.38372
H -2.63548 2.93081 -4.42164
H 7.39438 1.81647 -0.85785
H 2.39019 4.01411 2.07917
H -1.42764 6.94956 0.96448
H 8.64457 -0.74942 -2.96378
H -3.40583 -2.30031 -0.32706
H -1.80047 -5.34651 2.45541
H -0.04232 3.50235 -0.82003
H -2.17268 -3.86741 -4.09360
H 6.19495 -0.85813 -3.17527
H -1.93049 -1.99862 -6.68850
H -2.86167 -1.12181 4.93234
H -1.27636 -5.01873 4.80649
H -1.68083 4.47751 0.92024
H 0.53656 4.81408 -1.77688
H -3.24064 -0.86935 -7.03851
H -3.67521 -3.79932 -3.19157
H 9.78998 -1.84340 -1.05129
H -5.91047 -2.40913 -5.31380
H -4.80852 -3.33819 0.13392
H -5.77487 -1.63965 -3.72593
H -1.25518 2.72509 -2.37755
H 6.24966 3.71101 -1.98644
H -3.69606 -4.34505 -4.88458
H -1.62307 -0.26103 3.12897
H 1.34950 0.59189 4.30329
H 8.43904 -3.08533 0.61463
H -4.32805 -1.93989 1.15456
H 0.69634 -4.67860 1.96147
H 3.62088 0.30616 0.52212
H 0.76086 7.94963 1.55015
H 6.08483 0.14603 0.39396
H 2.67437 6.48149 2.10142
H 1.84840 -2.22339 4.48344
H -5.66534 -0.66229 -5.19185
H 4.12242 -1.38601 -2.14907
H 0.95284 -4.43093 4.40744
H -2.80995 -3.40975 5.65796
H 5.97176 -3.20259 0.39194
*
```

Below is 6 unconnected molecules or ions with the total composition H12O6, with properties calculated with ωB97M-V with the def2-TZVPD basis set.

Results
HOMO ... -11.0 eV
Orbital gap ... 11.629 eV
Energy relative to the best compared isomer or geometry (same formula, charge and spin) ... 21.9 kcal per mole
LUMO energy ... 0.591 eV
Structure (SMILES) ... O.O.O.O.O.O
Strongest force on any atom ... 0.0380 Eh/bohr
Molecular weight ... 108.09 g/mol
DFT total energy ... -458.63759 Eh

```
! wB97M-V def2-TZVPD RIJCOSX def2/J DEFGRID3
* xyz 0 1
O -2.17165 0.68510 0.90454
O -0.30304 -0.61622 -1.00839
O 0.14835 2.53827 -0.50580
O -2.58633 -2.07897 0.14498
O 2.77364 1.30265 0.23302
O 1.95550 -1.64528 -0.21017
H -1.84907 -1.82685 -0.39067
H 0.21972 1.69517 -1.00817
H 2.31609 -0.96466 0.39912
H 2.22821 1.74553 -0.41743
H -2.55098 -0.24418 0.99509
H -0.72343 2.82566 -0.77483
H 3.10937 2.01674 0.75028
H 2.36132 -2.52829 0.02329
H -2.53013 -3.03375 0.14212
H 0.45403 -1.10922 -0.64660
H -0.49039 0.04811 -0.33438
H -2.36122 1.19020 1.70399
*
```

Below is C2H8N4O in the gas phase, with properties calculated with ωB97M-V with the def2-TZVPD basis set.

Results
HOMO ... -9.0 eV
Orbital gap ... 9.998 eV
Energy relative to the best compared isomer or geometry (same formula, charge and spin) ... 13.9 kcal per mole
LUMO energy ... 0.966 eV
Structure (SMILES) ... NC(=O)C(N)(N)N
Strongest force on any atom ... 0.0639 Eh/bohr
Molecular weight ... 104.11 g/mol
DFT total energy ... -375.28448 Eh

```
! wB97M-V def2-TZVPD RIJCOSX def2/J DEFGRID3
* xyz 0 1
O -0.00076 -1.72308 1.39950
N 1.26283 0.05208 -0.91765
N -0.59180 1.34213 -0.32730
N -1.21210 -0.90224 -0.89390
N 0.40267 0.43453 1.98502
C 0.04076 -0.53779 1.13244
C -0.27351 -0.03885 -0.28572
H 1.22262 0.13516 -1.93096
H 0.76192 0.18429 2.89098
H -1.59172 1.48576 -0.44560
H -1.19404 -0.90887 -1.90437
H 0.49859 1.37231 1.62684
H 1.84526 -0.75531 -0.72059
H 0.00388 1.69340 -1.11299
H -1.17459 -1.83352 -0.49568
*
```

> Which of these has the highest HOMO?

C43H41N9O3S3SiTl